# 1
ORCA calculation (ωB97M-V with the def2-TZVPD basis set) on 6 unconnected molecules or ions with the total composition C28H47BN8O4 at a distorted geometry.

XYZ file:
```
88
Properties=species:S:1:pos:R:3:forces:R:3:mulliken_charge:R:1
O -0.78915 1.04583 1.13532 0.8 -2.8 -0.5 -0.498
O -2.13244 -0.43152 -1.69206 0.4 -1.7 1.6 -0.347
O -4.24457 -2.92607 -2.23876 -1.1 1.0 1.3 -0.352
O 1.14817 -0.44841 1.56135 -1.9 1.9 -1.4 -0.612
N -0.10957 2.51074 -2.15294 1.2 -15.0 1.1 -0.104
N -2.49501 5.29266 2.51072 -0.7 0.5 -4.5 -0.466
N 1.36970 -0.46903 -4.39691 1.5 0.8 6.7 -0.664
N -2.58006 2.74628 7.61992 3.4 -0.4 3.2 -0.529
N 0.83113 1.95688 -9.32520 2.0 -0.6 4.1 -0.406
N -0.46682 4.11187 -2.36292 -3.6 11.4 -1.6 -0.641
N -5.30507 -5.30146 1.93909 3.5 -0.4 3.0 -0.453
N 0.35960 0.87589 4.52535 -2.4 3.6 0.5 -0.585
C 1.63701 -0.68054 -1.60274 0.5 2.4 -0.9 0.001
C -0.13970 1.35943 -1.69893 2.0 3.9 -0.8 -0.598
C 4.21974 -0.84999 -1.82215 -0.2 -0.6 1.3 -0.586
C -0.91102 -1.11045 -1.33878 0.9 0.1 -0.4 -0.997
C 6.68431 -1.67273 -1.38512 -0.9 -0.4 1.1 -0.600
C -1.73425 0.17431 1.86338 -0.3 -0.2 1.0 -0.537
C -0.29924 1.85182 4.68696 1.8 -2.5 -0.4 0.566
C -1.86174 5.57652 -4.17807 0.3 -1.1 0.5 -0.879
C -1.12857 3.08463 4.89088 0.4 -0.8 -0.3 -0.397
C 2.00509 1.62655 -6.92680 -0.5 0.1 -0.9 -0.468
C -4.42718 -1.49234 -2.03908 1.4 0.5 -0.3 -0.541
C 7.98681 -1.99578 0.84753 -0.5 -0.8 -0.8 -0.858
C -0.52779 2.50988 9.34288 -0.7 0.1 -0.6 -0.755
C -3.24468 -5.53733 3.65310 -0.7 0.1 -0.6 -0.778
C -1.67358 2.64188 8.38121 -2.5 0.3 -2.0 0.419
C -3.29619 -0.93180 -0.99485 -2.5 0.4 -0.4 0.060
C 0.29022 -0.03032 -1.00854 -1.2 0.1 -0.6 1.620
C 7.46620 -2.77504 -0.49676 -0.1 1.1 0.4 -0.470
C 1.34969 1.81093 -8.26581 -1.4 0.4 -2.9 0.271
C -4.39496 -5.40562 2.69633 -2.5 0.3 -2.0 0.454
C 1.60208 -0.38395 -3.20477 -1.7 -2.2 -3.8 0.085
C -2.68627 5.42843 1.34577 0.5 -0.4 3.2 0.331
C 5.23376 -1.42533 -0.67327 0.2 0.3 -1.8 -0.560
C 3.00792 -0.04057 -1.06160 1.2 -0.7 -0.7 -0.782
C -4.10517 -5.14376 -1.15445 -0.4 0.6 0.0 -0.832
C -1.09003 4.77335 -3.16745 1.6 -1.7 1.7 0.390
C -2.92496 5.59990 -0.12706 0.2 -0.1 0.9 -0.546
C -4.86150 -3.69502 -1.17560 0.5 -1.5 0.8 -0.227
B 0.26914 0.17273 0.60619 -0.2 0.9 2.0 0.763
H 7.21084 -0.64437 -1.38485 -0.5 -1.8 -0.2 0.255
H -0.96880 -1.79100 -0.41955 -0.4 0.8 -1.3 0.276
H 6.70196 -3.56662 -0.13070 1.4 1.1 -0.9 0.263
H -0.48473 3.92692 5.15072 0.0 -0.1 -0.1 0.327
H 4.75432 -0.21440 -2.60923 -0.7 -0.8 1.2 0.324
H -2.76455 0.70256 1.87932 1.8 -1.0 -0.1 0.216
H -1.21353 5.83779 -5.01671 0.0 -0.1 0.1 0.317
H -0.17479 3.49970 9.63765 -0.1 -0.1 -0.1 0.269
H -2.90079 -4.54752 3.95864 -0.1 -0.1 -0.1 0.250
H 4.80750 -2.44197 -0.31256 0.7 1.8 -0.3 0.189
H -0.56209 -1.74903 -2.22588 -0.5 0.9 1.2 0.408
H -2.02123 5.33903 -0.68281 0.0 0.0 0.1 0.021
H 7.07678 -1.96148 1.55951 1.8 0.0 -0.9 0.202
H 3.80467 -1.80126 -2.34721 0.6 1.8 0.7 0.351
H 5.31349 -0.65009 0.17290 -0.1 -1.4 -1.1 0.299
H -3.00408 -5.00537 -1.49358 -2.0 -0.2 0.3 0.240
H 6.49357 -2.00608 -2.46421 0.4 0.4 1.5 0.344
H 1.66319 -1.80428 -1.38622 -0.2 1.6 -0.6 0.455
H 3.07945 1.48275 -7.05565 -0.1 0.0 -0.1 0.268
H 1.58659 0.75201 -6.42465 0.0 0.1 -0.1 0.130
H -2.23468 6.49335 -3.71762 0.1 -0.1 0.0 0.263
H -2.70866 4.99507 -4.55126 0.1 0.1 -0.1 0.253
H -2.42090 -6.06810 3.17248 -0.1 0.1 0.0 0.276
H 8.32438 -3.29377 -1.06141 -1.3 0.9 0.9 0.323
H -0.85088 1.96702 10.23291 0.0 0.1 -0.1 0.285
H -1.67063 3.32155 3.97298 0.2 0.0 0.0 0.072
H 8.30026 -0.91860 0.59469 -0.3 -1.7 0.4 0.242
H -3.55940 -6.09396 4.53759 0.0 0.1 -0.1 0.286
H -1.82544 -0.87294 1.38280 0.0 1.7 0.6 0.100
H 8.86095 -2.59972 1.27403 -1.3 1.1 -0.2 0.313
H 3.12589 1.08597 -1.26252 -0.6 -1.7 0.1 0.295
H -1.36280 -0.02108 2.94720 -0.7 0.5 -1.8 0.262
H 0.29189 1.96504 8.87098 -0.1 0.1 0.0 0.266
H -4.70682 -3.25728 -0.11984 -0.2 -0.2 -1.7 0.203
H -3.74100 4.95041 -0.44881 0.1 0.0 0.1 0.286
H -1.84669 2.92214 5.69906 0.2 0.0 -0.3 0.116
H -3.18895 6.63706 -0.34186 0.0 -0.1 0.1 0.342
H 3.20555 -0.19713 0.05756 -0.9 0.1 -1.7 0.423
H 0.98600 0.05884 2.40473 0.2 -0.9 -0.6 0.311
H -4.06262 -5.55434 -0.07311 -0.4 0.6 -2.0 0.183
H -3.10714 -1.78783 -0.26055 0.1 1.4 -0.9 0.083
H 1.83598 2.50804 -6.30573 0.0 -0.1 -0.1 0.240
H -4.69692 -5.83749 -1.86812 1.3 0.9 1.3 0.257
H -5.49055 -1.22233 -1.69579 1.5 -0.5 -0.4 0.325
H -4.18954 -0.97975 -3.05024 -0.6 -0.9 1.6 0.275
H -6.00926 -3.81930 -1.32186 1.9 0.3 0.1 0.308
H -3.80160 -0.02454 -0.47204 1.1 -1.5 -0.6 0.114
```
Positions in Å, forces in eV/Å.

Computed properties:
- DFT total energy (Eh) = -1858.57362
- HOMO-LUMO gap (eV) = 7.16

# 2
ORCA calculation (ωB97M-V with the def2-TZVPD basis set) on 8 unconnected molecules or ions with the total composition C26H45Cl28NO2P at a distorted geometry.

XYZ file:
```
103
Properties=species:S:1:pos:R:3:forces:R:3:mulliken_charge:R:1
Cl -8.99637 0.43313 1.45432 -0.1 0.0 0.0 -0.053
Cl -0.29801 -0.85996 -4.77007 0.0 -0.1 0.0 -0.096
Cl -8.35895 -9.02379 -1.19800 0.0 0.0 0.0 -0.110
Cl -9.61795 -1.97169 2.91675 0.0 0.0 0.0 -0.085
Cl 4.05705 -0.98473 -5.46296 -0.1 0.0 0.0 -0.006
Cl 9.95890 -0.80370 3.08895 0.0 0.0 0.0 -0.107
Cl -9.52725 -6.82370 -2.65770 0.0 0.0 0.0 -0.107
Cl 7.91822 -2.78551 3.55878 0.0 0.0 0.0 -0.086
Cl 6.48017 0.17573 -4.45026 0.2 0.1 -0.2 -0.119
Cl -1.41281 -3.22694 -3.54276 0.0 0.0 0.0 -0.088
Cl -3.13163 5.67366 -2.63224 0.0 0.0 0.0 -0.103
Cl -4.62092 -3.67633 0.01747 0.0 0.0 0.0 -0.110
Cl -4.58818 7.70197 -1.18553 0.0 0.0 0.0 -0.121
Cl 10.70128 -3.55305 3.56700 0.0 0.0 0.0 -0.125
Cl -7.48324 -3.71102 0.38552 -0.1 0.2 0.1 -0.058
Cl 1.03045 -2.08867 -2.51856 -0.1 0.0 -0.1 0.003
Cl -6.99462 -6.48163 -1.32182 0.0 -0.2 -0.1 -0.032
Cl -11.65637 0.02939 2.50309 0.0 0.0 0.0 -0.120
Cl -5.96359 -1.33557 1.02954 0.1 -0.2 -0.1 -0.054
Cl 6.50071 -1.24301 -6.96460 0.0 0.0 0.0 -0.116
Cl 1.01349 -3.40869 -5.08615 0.1 -0.1 -0.1 -0.132
Cl 9.41138 -2.81322 1.09217 0.0 0.0 0.0 -0.105
Cl -4.57495 4.97505 -0.23615 0.0 0.0 -0.1 -0.039
Cl 5.20187 1.33156 -6.76672 0.0 -0.1 0.0 -0.109
Cl -6.01748 5.65691 -2.64006 0.0 0.0 0.0 -0.114
Cl -9.41504 -6.74521 0.22469 0.0 0.0 0.0 -0.099
Cl -10.71973 -1.55995 0.28085 0.0 0.0 0.0 -0.085
Cl -6.32614 -2.12626 -1.72398 -0.1 0.0 0.0 -0.159
P -1.94565 0.43739 1.54486 0.3 0.2 1.1 0.443
O -1.19397 0.97195 -2.06699 -0.1 0.5 0.0 -0.487
O -3.25780 0.17352 0.37576 0.6 0.1 -0.5 -0.173
N 1.41604 -2.49018 1.13743 -0.2 -0.2 0.2 -0.433
C -2.05919 -1.38165 2.15983 0.3 0.1 -0.1 -1.033
C -6.09510 -2.70395 -0.06448 0.1 0.2 0.2 0.295
C -1.20480 3.18902 2.18654 -0.3 0.4 -1.1 -0.898
C -3.48286 1.88724 -1.86878 -0.3 -0.1 -0.4 -0.916
C 0.15848 3.72329 1.72212 0.1 -0.3 0.9 -0.816
C 0.43959 -1.95879 2.11677 0.5 -0.3 -0.5 -0.152
C 3.13199 2.21124 -0.18699 0.7 0.1 -0.4 0.435
C 5.55628 -0.17611 -5.91317 0.0 -0.1 0.1 0.297
C 4.18267 0.37386 -1.69639 0.4 0.1 0.2 -0.079
C 0.08280 -2.39203 -3.97224 0.0 0.2 0.1 0.212
C -1.89690 2.31956 1.11766 0.0 -0.1 0.7 -0.463
C 4.32067 1.76068 -1.07431 -0.5 -0.2 0.3 -1.092
C -0.96687 -2.33279 1.66922 -0.5 -0.2 0.7 -0.421
C 2.66540 3.72826 1.85905 -0.2 -0.6 0.0 -1.219
C 5.98516 -0.49951 1.05776 0.1 -0.5 0.1 0.754
C -2.58772 0.66311 -1.96885 -0.1 -0.4 -0.4 0.310
C 3.69016 2.95616 1.02338 -0.5 0.4 -0.1 -0.454
C 5.02855 -0.37758 2.23594 0.0 0.4 0.0 -1.015
C -2.90287 -0.35750 -0.86977 -0.7 0.3 0.2 0.459
C -4.57762 5.99758 -1.66835 0.0 -0.1 0.1 0.348
C 1.37426 2.94316 2.22062 0.5 0.8 0.1 0.547
C 5.43183 -1.27298 -0.14606 -0.2 0.4 0.6 -0.951
C -10.24411 -0.76583 1.78780 0.1 0.0 0.0 0.318
C 9.49658 -2.48919 2.82732 -0.1 0.0 0.0 0.364
C 4.09378 -0.79488 -0.70608 0.0 0.0 -0.9 1.156
C -8.56824 -7.26670 -1.23891 0.1 0.1 0.0 0.328
H -2.98450 0.76965 2.53954 -0.1 0.0 0.0 -0.259
H 3.15122 4.06006 2.77630 0.1 0.1 0.1 0.298
H -1.83154 4.07053 2.34318 -0.1 0.1 0.2 0.396
H 6.18894 -1.24774 -0.92888 0.0 -0.2 -0.2 0.207
H 2.36767 4.62827 1.32167 0.1 0.1 -0.1 0.476
H -3.05186 -1.77051 1.93142 -0.1 -0.1 -0.2 0.060
H -3.80107 -0.86231 -1.25056 0.0 -0.2 0.0 -0.375
H -2.00295 -1.35237 3.25183 0.0 0.2 0.2 0.553
H -3.81894 2.23438 -2.84752 0.2 0.0 -0.2 0.458
H -1.17316 -3.32240 2.09237 0.0 -0.2 -0.2 0.356
H 1.62172 -1.80721 0.42601 0.2 0.1 0.0 -0.139
H 0.22852 3.80315 0.63755 -0.2 0.0 -0.2 0.280
H 6.85146 -1.05644 1.41811 0.2 0.0 0.0 -0.544
H -1.42453 2.52124 0.15708 0.0 -0.1 -0.2 -0.107
H 0.27037 4.73753 2.11399 0.1 0.2 0.0 0.428
H 0.54860 -0.88796 2.27282 -0.1 0.2 -0.1 -0.136
H -1.14026 1.91729 -2.26466 0.2 -0.3 0.1 0.281
H 3.36269 -0.57987 0.06442 0.0 0.0 0.3 -1.094
H 4.40086 3.68268 0.62358 0.3 0.0 0.1 0.428
H -3.00318 2.72910 -1.38354 0.0 0.0 0.4 -0.090
H 5.21469 1.78518 -0.45487 0.2 0.0 0.0 0.320
H 4.93841 -1.30385 2.79939 0.0 -0.2 0.0 0.346
H 4.02804 -0.07498 1.94205 -0.2 0.0 -0.1 -0.034
H 2.25829 -2.81101 1.59091 0.2 0.3 -0.1 0.289
H 1.32302 2.89215 3.30657 -0.2 -0.2 0.1 0.506
H 5.07051 0.18975 -2.30316 -0.1 0.0 -0.1 -0.580
H 2.50432 1.36693 0.08136 -0.1 -0.1 0.1 -0.190
H -0.88156 0.66730 2.53604 -0.1 0.0 0.0 0.056
H -0.90490 0.11773 0.57595 -0.1 -0.2 -0.3 -0.437
H 1.40800 1.92381 1.84741 -0.2 -0.1 -0.1 -0.556
H 2.52019 2.88918 -0.77949 -0.3 0.1 0.0 0.485
H 6.37737 0.46952 0.76455 -0.1 0.3 -0.1 0.286
H 5.30259 -2.30741 0.17474 0.1 -0.2 -0.1 0.361
H 4.46415 2.50505 -1.85626 0.1 0.0 -0.1 0.525
H 3.68514 -1.62721 -1.28110 -0.1 -0.2 0.0 0.378
H -2.93882 2.63769 1.07182 -0.2 -0.2 -0.2 0.307
H 0.69403 -2.43820 3.06099 -0.2 0.0 0.2 0.524
H -4.37745 1.59187 -1.32831 -0.1 0.2 0.3 0.184
H 5.37676 0.40188 2.91039 0.1 0.0 0.2 0.359
H -2.86150 0.15716 -2.90607 0.1 -0.1 -0.1 0.383
H 4.25478 2.27350 1.65503 0.1 -0.2 0.1 -0.099
H -1.14143 2.68617 3.15123 0.1 -0.2 0.1 0.474
H -2.12260 -1.12086 -0.81357 0.3 0.1 0.0 -0.172
H 3.33657 0.35020 -2.38264 -0.2 0.0 0.0 0.514
H -0.97090 -2.48019 0.59229 0.0 0.3 -0.2 0.164
```
Positions in Å, forces in eV/Å.

Computed properties:
- DFT total energy (Eh) = -14449.48133
- charge = -1
- HOMO-LUMO gap (eV) = 5.12